(1)
Density functional theory data (the ωB97M-V functional and the def2-TZVPD basis) for 2 unconnected molecules or ions with the total composition C8H13N3S2.

Computed properties:
HOMO level   -7.43 eV
ΔE to the lowest compared entry with this formula, charge and spin   231.2 kJ/mol
Frontier orbital gap   7.2 eV
Total energy   -1273.1620 Eh

Geometry (Å):
1 C 1.5494 0.3654 -0.3825
2 C 3.6631 0.2919 0.1654
3 C -1.0604 0.9187 1.6377
4 C -1.2543 1.2754 0.1688
5 C -1.8385 -0.3716 1.8538
6 C -0.8249 -0.0069 -0.5251
7 C -0.9924 -0.0218 -2.0028
8 C 2.1305 -0.9315 1.6353
9 N 2.1559 1.0176 -1.2968
10 N 3.4585 0.9865 -0.9476
11 N 2.3662 -0.0724 0.5302
12 S 5.0898 -0.1226 0.8748
13 S -1.2879 -1.4306 0.4095
14 H -0.0029 0.6801 1.7270
15 H -1.4187 1.7887 2.2675
16 H -2.2697 1.5718 -0.0531
17 H -0.6746 2.1020 -0.2009
18 H -1.5915 -0.8322 2.8499
19 H -2.9334 -0.0640 1.7140
20 H -0.8713 -0.9964 -2.4141
21 H -0.4794 0.7525 -2.4997
22 H -2.0941 0.2422 -2.0296
23 H 1.3704 -1.5805 1.1910
24 H 3.0113 -1.4223 1.9076
25 H 1.8689 -0.3623 2.4566
26 H 4.2428 1.3069 -1.5087

---

(2)
Density functional theory data (the ωB97M-V functional and the def2-TZVPD basis) for a gas-phase ion, C4H7N2 (charge +1).

Computed properties:
HOMO level   -12.73 eV
ΔE to the lowest compared entry with this formula, charge and spin   638.3 kJ/mol
Frontier orbital gap   7.9 eV
Total charge   +1
Total energy   -265.6653 Eh

Geometry (Å):
1 C 0.8437 1.1709 -0.1200
2 C 2.0857 -0.8011 -0.0066
3 C -0.6024 0.7821 -0.4330
4 C -0.7526 -0.6917 -0.6563
5 N 1.7707 0.3906 0.1367
6 N -1.3002 -0.0610 0.5942
7 H 1.0125 2.3020 0.0888
8 H 2.1899 -1.4983 0.9193
9 H 2.5966 -1.1467 -0.8133
10 H -1.1575 1.5807 -0.8778
11 H -1.5361 -0.9792 -1.1928
12 H -1.0940 -0.0769 1.5639
13 H -2.2677 0.1076 0.3781

---

(3)
Density functional theory data (the ωB97M-V functional and the def2-TZVPD basis) for a molecular structure, C18H39N3O3S3.

Computed properties:
HOMO level   -8.10 eV
ΔE to the lowest compared entry with this formula, charge and spin   1001.5 kJ/mol
Frontier orbital gap   8.4 eV
Total energy   -2293.2335 Eh

Geometry (Å):
1 C 1.9340 -0.0521 -4.3739
2 C 0.9620 -0.7833 -3.3956
3 C 1.3246 -2.2000 -3.0580
4 C 1.0542 -3.1074 -4.1954
5 N 0.7966 -3.7904 -5.1089
6 H 2.8774 0.2523 -3.9207
7 H 1.5718 0.8619 -4.8447
8 H 2.0293 -0.8760 -5.0812
9 H -0.0950 -0.6579 -3.6306
10 H 0.9615 -0.2623 -2.4381
11 H 0.7217 -2.6162 -2.2509
12 H 2.3877 -2.2788 -2.8306
13 C 0.4079 3.8227 -1.1102
14 C 1.1528 3.6989 0.2271
15 C 0.8657 4.7808 1.2850
16 C -0.5561 5.0441 1.4714
17 N -1.6667 5.3200 1.5512
18 H -0.6224 3.5166 -0.9292
19 H 0.9582 3.2877 -1.8842
20 H 0.3389 4.8915 -1.3128
21 H 2.2272 3.6272 0.0577
22 H 0.8131 2.7438 0.6276
23 H 1.2583 5.7560 0.9971
24 H 1.3500 4.3782 2.1747
25 C 1.7704 -4.3305 -1.6802
26 C 0.9144 -4.1790 -0.3710
27 C 0.6969 -2.7056 0.1974
28 C 1.7900 -1.7434 -0.0558
29 N 2.6519 -0.9674 -0.2641
30 H 2.0877 -5.3710 -1.7485
31 H 2.7154 -3.7873 -1.6912
32 H 1.2000 -4.2480 -2.6054
33 H 1.3473 -4.7844 0.4253
34 H -0.1039 -4.5222 -0.5536
35 H 0.4811 -2.7241 1.2657
36 H -0.1045 -2.1921 -0.3338
37 C -3.1014 0.7650 2.0435
38 S -3.0245 1.2591 3.7947
39 O -2.2153 0.1646 4.5076
40 C -1.7819 2.5572 3.3921
41 H -3.5037 1.6111 1.4866
42 H -3.7652 -0.0573 1.7767
43 H -2.1232 0.5336 1.6218
44 H -1.6710 3.2426 4.2323
45 H -1.9968 3.1895 2.5306
46 H -0.7966 2.1510 3.1632
47 C 1.4227 1.0649 -0.0470
48 S -0.2579 0.6380 0.4843
49 O -0.8952 1.8086 1.2518
50 C -1.1929 0.2005 -1.1336
51 H 2.1491 0.2624 -0.1753
52 H 1.8945 1.6583 0.7362
53 H 1.3153 1.6586 -0.9548
54 H -0.5402 -0.4295 -1.7380
55 H -1.4898 1.1026 -1.6684
56 H -2.1576 -0.2086 -0.8332
57 C -0.4045 -0.7328 2.6979
58 S -1.7903 -1.3213 1.6213
59 O -1.1639 -1.8898 0.3805
60 C -2.5438 -2.6304 2.7082
61 H -0.0576 0.1536 2.1668
62 H 0.4698 -1.3581 2.8782
63 H -0.8993 -0.4412 3.6243
64 H -2.0807 -3.6167 2.7373
65 H -3.5630 -2.8047 2.3632
66 H -2.7347 -2.3335 3.7395

---

(4)
Density functional theory data (the ωB97M-V functional and the def2-TZVPD basis) for 4 unconnected molecules or ions with the total composition C16H28N4.

Computed properties:
HOMO level (spin up / spin down)   -13.07 / -13.07 eV
ΔE to the lowest compared entry with this formula, charge and spin   12.8 kJ/mol
Multiplicity   2
Frontier orbital gap (spin up / spin down)   9.5 / 2.0 eV
Total charge   +1
Total energy   -844.9800 Eh

Geometry (Å):
1 C 0.0401 1.3893 -1.1179
2 C -0.7926 2.1850 -0.0342
3 C -0.4576 1.8195 1.3822
4 C -1.3403 2.6172 2.2607
5 N -1.9901 3.2382 3.0248
6 H -0.2375 1.7568 -2.1058
7 H -0.2845 0.3511 -1.0470
8 H 1.1238 1.4725 -1.0360
9 H -1.8342 1.9900 -0.2893
10 H -0.6494 3.2522 -0.2036
11 H 0.5950 2.0121 1.5900
12 H -0.4787 0.7535 1.6087
13 C -2.7705 -1.0687 -1.0896
14 C -3.3090 -2.2311 -2.0207
15 C -2.2618 -3.1626 -2.5422
16 C -1.6116 -3.9177 -1.4494
17 N -1.1048 -4.5390 -0.6349
18 H -2.5881 -0.1908 -1.7094
19 H -1.8839 -1.4235 -0.5642
20 H -3.4704 -0.8009 -0.2980
21 H -3.7850 -1.8049 -2.9038
22 H -4.1416 -2.8026 -1.6104
23 H -1.5786 -2.6827 -3.2429
24 H -2.8206 -3.9618 -3.0292
25 C 2.5041 4.6749 -1.8381
26 C 3.4014 3.5786 -1.2117
27 C 4.8269 3.9052 -1.3931
28 C 5.6114 2.8890 -0.6880
29 N 6.2300 2.0806 -0.1257
30 H 1.5328 4.2108 -2.0093
31 H 2.9407 5.0059 -2.7804
32 H 2.3115 5.4581 -1.1050
33 H 3.1281 2.6175 -1.6473
34 H 3.1993 3.3826 -0.1587
35 H 5.2312 4.8933 -1.1731
36 H 5.1321 3.7739 -2.4312
37 C 0.5430 -2.4859 2.4263
38 C -1.0396 -2.8019 2.5591
39 C -1.5092 -4.2960 2.7753
40 C -1.4890 -4.8606 4.1350
41 N -1.4892 -5.3169 5.2185
42 H 0.6818 -1.5243 1.9323
43 H 1.2015 -3.2404 1.9959
44 H 0.8983 -2.2176 3.4212
45 H -1.3500 -2.5311 1.5499
46 H -1.4700 -2.0988 3.2722
47 H -0.9561 -4.9751 2.1265
48 H -2.4389 -4.3729 2.2116

---

(5)
Density functional theory data (the ωB97M-V functional and the def2-TZVPD basis) for 2 unconnected molecules or ions with the total composition C3H10NO2.

Computed properties:
HOMO level   -3.35 eV
ΔE to the lowest compared entry with this formula, charge and spin   147.1 kJ/mol
Frontier orbital gap   7.4 eV
Total charge   -1
Total energy   -325.4987 Eh

Geometry (Å):
1 C 0.1022 1.5536 -0.5113
2 N 0.8858 0.3065 -0.0826
3 C 0.6485 -0.9916 -0.7665
4 O -0.6060 -1.6342 -0.8435
5 C 0.7793 2.7401 0.0962
6 H -0.0501 1.5972 -1.6254
7 H -0.8936 1.4708 -0.0147
8 H 0.5767 0.0335 0.9214
9 H 1.5590 -1.4254 -0.3211
10 H 1.0024 -0.6398 -1.8142
11 H 1.7398 2.7320 -0.4196
12 H 0.9160 2.9159 1.1994
13 H 0.1767 3.6980 -0.0431
14 H -1.5687 -2.7770 1.8016
15 H -1.1519 -1.7847 0.7799
16 O -1.6049 -1.8381 1.7440

---

(6)
Density functional theory data (the ωB97M-V functional and the def2-TZVPD basis) for 2 unconnected molecules or ions with the total composition C3H9ISi.

Computed properties:
HOMO level   -7.75 eV
ΔE to the lowest compared entry with this formula, charge and spin   247.4 kJ/mol
Frontier orbital gap   8.1 eV
Total energy   -706.8321 Eh

Geometry (Å):
1 C 0.5851 1.3696 -1.7782
2 C -0.0068 0.8296 1.6264
3 C -0.0084 -2.0833 0.1433
4 Si -0.6736 -0.2917 0.1484
5 I -3.0478 -0.0340 -0.5119
6 H -0.0502 1.1169 -2.6057
7 H 0.4037 2.2705 -1.2290
8 H 1.6308 1.1430 -1.8581
9 H 0.5160 1.7860 1.2017
10 H -0.7583 0.8842 2.4941
11 H 0.8625 0.1812 1.9707
12 H 1.0805 -1.9736 0.1645
13 H -0.2810 -2.6211 1.0615
14 H -0.2525 -2.5773 -0.8277

---

Largest force on an atom / hartree/bohr: 0.10355 0.10396 0.13916 0.07227 0.06971 0.06819